Density functional theory data (wB97M-V/def2-TZVPD) for C33H34CrFIN9O4P as an isolated structure.

Each line ends with the Löwdin charge.
Cartesian coordinates (Å):
I 2.46069 -0.19779 5.21995  0.9126
Cr -0.22184 -0.67112 0.12265  0.8221
P 0.29325 2.37983 1.07807  1.0295
F 2.45639 -5.97987 1.84869  0.0913
O 1.43271 -1.97138 0.13304  -0.1009
O 0.59159 -4.96549 -3.07626  0.0996
O 0.52986 -7.61161 0.61910  0.1052
O 0.56941 -1.23891 -1.74699  -0.0123
N 1.93662 -4.36148 -1.32216  0.0176
N 0.64750 -6.29480 -1.23203  0.2234
N 6.20155 2.57827 -0.76905  0.1246
N 0.41305 5.19088 0.97095  -0.1493
N 2.49569 0.68406 -0.35398  0.0193
N -0.87040 4.24500 2.82852  -0.1470
N -1.87913 0.25915 -0.49103  -0.0676
N 1.58061 4.14035 2.85013  -0.1464
N -0.52481 -0.53304 2.16308  -0.0206
C 1.02214 -5.18852 -1.96815  -0.4622
C -3.15504 2.15179 -1.23992  -0.1094
C 0.61100 -0.49512 2.86455  -0.2061
C -4.30022 0.21737 -0.34610  -0.0494
C 4.99729 1.95196 -0.64141  -0.3251
C 2.38776 -4.65151 -0.05065  0.0269
C -1.67530 -0.41173 2.81077  -0.0869
C 2.16420 -3.03605 -1.89124  -0.0112
C -3.07748 -0.43931 -0.23186  -0.2588
C -1.08703 2.93171 2.21454  -0.3020
C 3.91332 2.27268 -1.46634  -0.0171
C 1.00352 -6.64654 0.07084  -0.4079
C 1.59154 5.19227 1.83555  -0.1928
C -1.97859 1.49972 -1.06382  -0.2076
C 2.71237 1.62161 -1.27953  -0.1613
C 3.54266 0.36482 0.41133  -0.1578
C -1.51002 -2.21744 0.25250  -0.1418
C -3.87055 -2.79224 0.26577  -0.0383
C -1.20614 -3.53603 0.56384  -0.0939
C 4.78606 0.95773 0.32139  -0.0164
C 0.62358 -0.30416 4.23406  -0.7032
C -3.54338 -4.10499 0.56520  -0.0955
C 0.34982 4.25880 3.63295  -0.1883
C -1.73887 -0.23716 4.18157  -0.0272
C -0.77821 5.29265 1.81483  -0.1890
C 0.36896 3.99770 0.12535  -0.3145
C 1.35346 -2.00434 -1.13930  -0.6028
C -2.21207 -4.48957 0.71261  -0.0937
C -2.86185 -1.83166 0.10105  -0.2176
C -0.57179 -0.17251 4.91828  -0.1132
C -4.36939 1.51391 -0.81292  -0.1007
C 1.98159 -5.72270 0.62428  -0.1973
C 1.69910 2.81513 2.23662  -0.3157
H -1.66852 5.25705 1.18448  0.1276
H -1.95953 -5.51764 0.94835  0.0946
H 1.63607 6.15652 2.34608  0.1246
H 6.97166 2.32927 -0.17875  0.0991
H 3.22412 -2.78931 -1.82355  0.1427
H 1.52788 -0.62368 2.30051  0.0823
H 1.76706 2.06027 3.02740  0.0445
H -3.16744 3.12289 -1.71815  0.0902
H -5.32220 2.01895 -0.90655  0.0860
H -2.70123 -0.13863 4.66431  0.1212
H -0.03277 -6.89310 -1.67726  0.1704
H 1.84865 -3.05691 -2.92662  0.1322
H 5.58375 0.65292 0.98873  0.1109
H 1.86104 1.86881 -1.90819  0.1151
H 2.63249 2.76862 1.66808  0.0762
H 0.38693 5.20073 4.18449  0.1252
H -0.17067 -3.83505 0.71115  0.0823
H 6.35739 3.25363 -1.49228  0.0994
H -2.57060 -0.46262 2.19935  0.1240
H 0.30938 3.43481 4.34928  0.1233
H 1.25610 3.98397 -0.51254  0.0741
H 4.01469 3.02185 -2.24364  0.1120
H 3.38595 -0.42514 1.14049  0.0988
H -0.59013 -0.01836 5.98916  0.1073
H 3.08905 -3.95483 0.38434  0.1492
H -0.74876 6.25829 2.32357  0.1247
H -4.33075 -4.84094 0.67855  0.0978
H -2.00825 2.94864 1.62545  0.0889
H -5.20855 -0.31328 -0.08343  0.1029
H -4.91237 -2.51800 0.14051  0.1002
H -0.50941 4.05586 -0.52056  0.0782
H -1.04731 1.94199 -1.39976  0.0796
H 2.48638 5.08050 1.21953  0.1243
H -1.21765 2.19232 3.00819  0.0667

## Properties
<S²> = 6.084
LUMO energy (alpha / beta) = -0.3 / -0.4 eV
ΔE to the lowest compared entry with this formula, charge and spin = 154.14 kJ/mol
Net charge = 0
Multiplicity = 5
Kohn-Sham gap (alpha / beta) = 4.2 / 7.3 eV